Density functional theory data (ωB97M-V with the def2-TZVPD basis set) for a molecular structure, C26H43IrN3P2 at a distorted geometry.

Summary:
⟨S²⟩ = 8.815
ΔE to the lowest compared entry with this formula, charge and spin = 97.7 kcal/mol
LUMO energy (spin up / spin down) = -5.233 / -9.706 eV

```
! RIJCOSX wB97M-V def2-TZVPD def2/J DEFGRID3
* xyz 2 6
Ir 0.10103 -0.17709 -2.21411
C -0.80376 -1.74951 0.11323
C 0.52963 -1.61220 -0.62025
C 0.60176 -0.51065 1.44955
C -0.73392 -1.02388 1.27622
C 1.38413 -0.88886 0.36768
C -1.92382 -2.64687 -0.24708
H -1.79202 -3.14883 -1.21275
H -2.88159 -2.10124 -0.27956
H -2.02548 -3.43522 0.51907
C -1.82896 -0.91347 2.27028
H -2.80112 -0.84715 1.76728
H -1.73721 -0.00620 2.87629
H -1.85271 -1.77382 2.95457
C 1.06478 0.16830 2.68702
H 1.18868 -0.53689 3.52281
H 0.34992 0.93330 3.01115
H 2.01928 0.67791 2.52628
C 2.86834 -0.89847 0.34818
H 3.25285 -1.71963 0.98001
H 3.28641 0.03320 0.75078
H 3.25517 -1.05349 -0.66365
C 1.11072 -2.82839 -1.28845
H 1.59073 -3.45489 -0.53012
H 1.88082 -2.54433 -2.01817
H 0.34215 -3.45378 -1.76078
C -1.72484 1.18228 -5.77052
C -1.93651 -0.17083 -5.39590
C -1.20326 -1.23996 -6.25732
C 0.33308 -1.13852 -6.17415
C 0.79057 -0.33786 -4.97455
C 0.92966 1.00878 -5.06296
C 0.61619 1.83843 -6.29104
C -0.80267 1.59432 -6.86864
H -1.53493 -1.18071 -7.30912
H 0.69824 -0.74828 -7.15182
H -1.55027 -2.22865 -5.93250
H -0.72821 0.84946 -7.68718
H -2.48876 1.93900 -5.53013
H -2.97865 -0.47410 -5.19083
H -1.16268 2.53287 -7.34132
H 0.68003 2.90025 -6.02562
H 1.50408 1.58930 -4.33714
H 1.37990 1.71338 -7.08528
H 0.72148 -2.16823 -6.10776
H 1.30940 -0.90720 -4.18123
P -1.48847 0.58025 -3.51255
P 1.48632 1.66164 -1.86071
C -0.99124 2.45580 -3.18964
C 0.40210 2.92980 -2.70925
H -1.75733 2.80005 -2.47690
H -1.20510 2.91260 -4.15278
H 0.98660 3.37256 -3.52374
H 0.26705 3.71078 -1.94702
C 2.06681 2.49129 -0.35572
H 1.96017 1.83008 0.51018
H 1.48502 3.40010 -0.17863
H 3.12553 2.75797 -0.49425
C 3.06587 1.17400 -2.65299
H 3.60221 2.07078 -2.97498
H 2.91748 0.49772 -3.50122
H 3.66542 0.63393 -1.90299
C -3.02502 0.55786 -2.55724
H -3.16775 -0.36263 -1.98752
H -3.85693 0.65606 -3.25411
H -3.03880 1.40166 -1.87238
C -1.29238 -1.47034 -3.30506
H -0.90924 -1.87984 -2.36071
H -0.76129 -1.94727 -4.11996
H -2.35098 -1.75883 -3.32392
N -1.01475 1.33175 -0.56783
C -1.30926 1.98249 0.37396
N -1.76348 2.88134 1.16021
C -1.75128 2.98761 2.45807
N -1.79738 3.19909 3.61683
*
```

***

Density functional theory data (ωB97M-V with the def2-TZVPD basis set) for a molecular structure, C26H43MnN8OS2Si.

Summary:
⟨S²⟩ = 0.900
ΔE to the lowest compared entry with this formula, charge and spin = 25.7 kcal/mol
LUMO energy (spin up / spin down) = 2.591 / 2.591 eV

```
! RIJCOSX wB97M-V def2-TZVPD def2/J DEFGRID3
* xyz -1 2
Mn 1.23335 -0.16369 -0.26049
C 0.61842 -4.05485 2.92494
C 2.14176 -3.97114 2.85247
N 2.67374 -2.62856 2.97108
C 2.44648 -1.67287 1.96359
S 2.28768 -2.23791 0.30935
N 2.41403 -0.45043 2.34135
N 2.22769 0.50401 1.32594
C 2.41769 1.77839 1.76248
C 2.68312 2.02628 3.23341
C 2.37375 2.88329 0.93522
C 2.73559 4.21315 1.35112
C 3.12179 5.15507 0.46381
C 3.20206 4.78598 -0.94534
C 2.67387 3.62675 -1.35338
N 2.07029 2.71871 -0.47162
H 0.27031 -5.07636 2.74508
H 0.18106 -3.40438 2.16530
H 0.25655 -3.73743 3.90709
H 2.48408 -4.38999 1.90745
H 2.58874 -4.56674 3.65397
H 2.53255 -2.20702 3.87823
H 2.36399 1.17262 3.81907
H 2.15174 2.91572 3.57185
H 3.74901 2.17901 3.42082
H 2.74218 4.45051 2.40871
H 3.41621 6.14409 0.78971
H 3.69214 5.43158 -1.66381
H 2.67286 3.32457 -2.39641
C -4.64351 -3.36816 0.67411
C -3.14935 -3.63384 0.79465
N -2.39083 -2.48156 1.27570
C -2.50850 -2.19138 2.70217
C -3.49096 -1.07553 3.03558
C -1.56884 -1.76186 0.47216
S -0.71043 -0.46581 1.16717
N -1.58800 -2.17087 -0.82581
C -0.87054 -1.61413 -1.78274
O -0.03009 -0.68316 -1.73473
C -1.14606 -2.17548 -3.17198
C -0.38841 -1.73123 -4.24655
C -0.62302 -2.22097 -5.52475
C -1.62560 -3.15718 -5.73379
C -2.38905 -3.60330 -4.66295
C -2.14798 -3.11361 -3.38666
H -5.13914 -4.23167 0.22531
H -4.82369 -2.49933 0.03918
H -5.10833 -3.18516 1.64357
H -2.74469 -3.91134 -0.17099
H -2.96414 -4.45951 1.48808
H -1.52036 -1.92215 3.07380
H -2.80969 -3.12286 3.18789
H -3.19693 -0.15569 2.53147
H -3.48232 -0.88944 4.11172
H -4.51007 -1.32415 2.73931
H 0.38205 -0.99418 -4.06639
H -0.02440 -1.86869 -6.35545
H -1.81204 -3.53959 -6.73010
H -3.17323 -4.33330 -4.82110
H -2.73182 -3.44912 -2.54114
C -2.25799 2.80146 -1.05484
Si -0.67166 3.70889 -0.63988
C -0.42047 5.11547 -1.84697
C -0.76866 4.36866 1.10054
C 0.68021 2.39287 -0.81421
H -3.13635 3.44350 -0.94858
H -2.37977 1.93741 -0.39530
H -2.23423 2.42714 -2.08199
H -1.29388 5.77421 -1.85828
H -0.27025 4.73656 -2.86113
H 0.45872 5.70212 -1.57585
H -1.63490 5.02557 1.22137
H 0.13429 4.93005 1.34673
H -0.85778 3.54521 1.81344
H 0.28033 1.60478 -0.14789
H 0.64801 2.01230 -1.84312
N 3.85856 0.76102 -1.68915
N 2.68299 -0.04366 -1.81372
H 4.67556 0.16930 -1.78643
H 3.84274 1.12902 -0.74315
H 2.88983 -1.02770 -1.66257
H 2.28192 0.07175 -2.73674
*
```

***

Density functional theory data (ωB97M-V with the def2-TZVPD basis set) for a molecular structure, C26H43N3P2Yb at a distorted geometry.

Summary:
⟨S²⟩ = 0.751
ΔE to the lowest compared entry with this formula, charge and spin = 48.2 kcal/mol
LUMO energy (spin up / spin down) = -4.977 / -4.961 eV

```
! RIJCOSX wB97M-V def2-TZVPD def2/J DEFGRID3
* xyz 1 2
Yb 2.38349 0.66772 0.13261
C 4.29322 1.62135 1.12717
C 3.68083 0.75910 2.12769
C 4.27252 -0.57687 0.26545
C 4.64711 0.79549 -0.03466
C 3.68341 -0.60472 1.60688
C 4.62663 3.03938 1.30768
H 3.93180 3.55289 1.98479
H 4.63597 3.60058 0.36411
H 5.63647 3.12745 1.72855
C 5.25283 1.24161 -1.27901
H 5.26243 2.33703 -1.39661
H 4.74246 0.83559 -2.17439
H 6.29673 0.93540 -1.30795
C 4.50644 -1.72728 -0.59099
H 5.56429 -2.02514 -0.46604
H 4.34205 -1.50078 -1.65708
H 3.88573 -2.59631 -0.33304
C 3.27744 -1.81449 2.33087
H 4.15364 -2.21576 2.87994
H 2.91875 -2.62016 1.66716
H 2.49723 -1.62765 3.08170
C 3.33707 1.14319 3.48777
H 4.19758 0.90347 4.14769
H 2.46911 0.60146 3.89369
H 3.14219 2.21964 3.59704
C 0.89238 2.26799 -0.63227
C 1.40656 2.77506 0.54012
C 0.69064 2.83566 1.81738
C -0.07054 1.52503 2.14390
C 0.59399 0.27286 1.69861
C 0.32673 -0.37428 0.50931
C -0.58715 0.16503 -0.53466
C -0.42031 1.67864 -0.83298
H -0.01040 3.69654 1.75202
H -1.07927 1.55712 1.70594
H 1.37505 3.08165 2.65197
H -1.12637 2.26531 -0.22455
H 1.48538 2.44944 -1.57796
H 2.30041 3.42816 0.47651
H -0.72281 1.86260 -1.89043
H -0.46386 -0.40328 -1.48457
H 0.62228 -1.43313 0.39219
H -1.62395 -0.04551 -0.19414
H -0.22843 1.46578 3.24382
H 1.09071 -0.31173 2.48756
P -4.67391 -1.10631 -1.34362
P -5.18704 -4.23810 -1.15876
C -6.44259 -1.70592 -1.47327
C -6.54614 -3.17828 -1.89008
H -6.94079 -1.07163 -2.21761
H -6.94396 -1.53974 -0.50649
H -7.49927 -3.59821 -1.54910
H -6.51363 -3.27353 -2.98857
C -5.51334 -5.81163 -2.06060
H -4.91285 -6.61619 -1.61045
H -5.19964 -5.71424 -3.11123
H -6.57226 -6.09854 -2.02970
C -6.01014 -4.64872 0.44917
H -7.02796 -5.03401 0.30504
H -6.05018 -3.75466 1.08514
H -5.41266 -5.40878 0.97520
C -4.69173 0.09934 -2.74427
H -3.75691 0.67866 -2.73734
H -5.54211 0.79251 -2.68048
H -4.74437 -0.44325 -3.69954
C -4.85564 0.07453 0.06188
H -4.99344 -0.47887 1.00326
H -5.70390 0.75714 -0.07911
H -3.93206 0.66674 0.15713
N 3.34770 2.84060 -1.29482
C 3.69545 3.87374 -1.76389
N 4.26351 4.90316 -2.12375
C 5.56547 5.06124 -1.88388
N 6.70589 5.14185 -1.62907
*
```